[1]
A structure of composition C6H17InNO3 in a non-equilibrium geometry, computed with the ωB97M-V functional and the def2-TZVPD basis.

## Properties
Kohn-Sham gap (eV): 2.95
Calculated total energy (eV): -19266.5880
Charge: +3
Relative energy (zero: lowest compared OMol25 entry of this formula, charge and spin) (kcal per mole): 0.0
Largest force on an atom (Eh/bohr): 0.078

Each line ends with the natural charge from an NBO analysis.
Element x y z (Å)
1 In -1.9360 26.5066 -16.4791  1.2718
2 O -0.4503 27.7087 -13.9910  -0.6749
3 O -3.3284 27.3132 -14.1589  -0.7042
4 O 3.1441 25.1741 -17.7359  -0.2514
5 N 0.9885 26.3288 -16.5701  -0.6368
6 C -2.6254 27.5147 -12.9489  -0.1194
7 C 2.1896 28.5096 -16.4016  -0.6179
8 C 2.0414 27.1845 -17.1712  -0.1003
9 C -1.4465 28.3990 -13.2060  -0.1096
10 C 3.4087 26.4633 -17.3447  -0.0774
11 C 4.2447 24.3574 -18.1096  -0.2849
12 H -2.4418 26.5947 -12.3893  0.2306
13 H 4.0066 26.6205 -16.4199  0.3091
14 H 4.9671 24.3751 -17.2755  0.2636
15 H 2.5391 28.3140 -15.3823  0.2194
16 H 4.7543 24.7717 -19.0034  0.2908
17 H 0.4266 27.9401 -13.6524  0.5141
18 H 4.0601 26.9489 -18.0924  0.2696
19 H -1.0021 28.8600 -12.3244  0.2575
20 H 1.6259 27.5651 -18.1159  0.2703
21 H 2.8450 29.2119 -16.9116  0.2799
22 H -4.2199 26.9541 -14.0147  0.5409
23 H 1.4185 25.8401 -15.7676  0.4195
24 H 0.9307 25.5569 -17.2495  0.4109
25 H 3.9201 23.3362 -18.2843  0.2709
26 H -3.2558 28.1210 -12.2669  0.2786
27 H -1.7460 29.2275 -13.8780  0.2323
28 H 1.2101 28.9820 -16.2974  0.2468

***

[2]
A structure of composition C32H62Cu2N4O4 in a non-equilibrium geometry, computed with the ωB97M-V functional and the def2-TZVPD basis.

## Properties
2S+1: 2
Kohn-Sham gap (spin up / spin down) (eV): 5.88 / 4.92
Calculated total energy (eV): -137585.9826
Charge: +3
Largest force on an atom (Eh/bohr): 0.065
⟨S²⟩: 0.77

Each line ends with the Löwdin charge.
Element x y z (Å)
1 Cu -2.2594 1.8843 1.5758  0.4779
2 Cu -0.7205 0.0211 0.6834  0.5789
3 O -3.0359 0.0873 -0.0853  -0.3959
4 O 0.5473 -2.1009 0.6914  -0.3492
5 O -0.5360 2.1792 0.1337  -0.3949
6 O -0.8636 0.4993 2.9108  -0.3502
7 N 4.0209 1.1767 0.4720  -0.2002
8 N -4.2413 -0.8655 4.4462  -0.0621
9 N -0.9846 1.9059 -4.2372  -0.1932
10 N -0.8510 -6.6240 2.2318  -0.0861
11 C 1.5833 -2.8124 -0.0003  -0.2475
12 C -1.2520 0.4867 -3.5355  -0.0510
13 C -2.1541 -6.8581 2.4645  0.0429
14 C -4.6124 -2.0609 4.9416  0.0404
15 C 6.6128 1.6520 4.3501  -0.0805
16 C -1.0822 -4.3206 2.6366  0.0192
17 C 4.4874 2.5016 -0.1922  -0.0618
18 C -2.1185 2.3371 -5.2054  -0.1034
19 C -3.4525 -0.7844 3.3271  -0.0139
20 C 4.5945 0.9450 1.9215  -0.0666
21 C -4.5396 3.4325 -5.4342  -0.1990
22 C -5.0424 0.3241 4.9073  0.0588
23 C 4.6333 0.0404 -0.3395  -0.1632
24 C -0.6795 2.9260 -3.0230  0.0609
25 C 0.0152 -7.6845 1.7310  0.0348
26 C -4.3734 0.0494 -0.5346  -0.2589
27 C -2.3587 -4.4161 3.0513  -0.1099
28 C -4.1075 -3.2792 4.3932  0.0774
29 C 5.0640 2.0789 -1.5682  -0.0928
30 C -4.7284 4.9917 -5.6391  -0.0908
31 C 0.3325 1.5660 -4.9628  -0.0904
32 C 2.4183 1.0526 0.5107  0.0546
33 C 1.1200 0.6357 -4.0125  -0.1596
34 C -2.9182 -5.7435 2.8896  0.0914
35 C 5.6750 0.6750 -1.1865  -0.1583
36 C -3.3698 2.8775 -4.4895  -0.1499
37 C -0.3635 -5.3615 2.1207  0.0403
38 C -2.7691 -1.8932 2.9067  0.0633
39 C -3.1172 -3.2009 3.3999  -0.0812
40 C 0.1378 -0.1232 -3.1512  -0.1357
41 C 5.9837 2.6963 3.3803  -0.2549
42 C 4.6413 2.1736 2.8984  -0.1984
43 H -2.2447 1.4067 -5.7591  0.1266
44 H 4.3490 3.1195 2.4425  0.1025
45 H -4.5442 1.0630 -0.8976  0.0692
46 H -1.7154 3.0869 -5.8861  0.1387
47 H 1.5933 -2.6466 -1.0776  0.0589
48 H 5.8928 0.0882 -2.0789  0.1266
49 H -4.5319 -0.8040 -1.1939  0.0691
50 H -5.0697 -0.2689 0.2412  0.0495
51 H 6.6404 2.8092 2.5177  0.1025
52 H -1.4260 2.6181 -2.2909  0.0762
53 H -3.0402 3.7025 -3.8579  0.0966
54 H 3.6406 3.1646 -0.3693  0.1315
55 H 4.0185 -0.3932 -1.1282  0.1248
56 H -3.7495 5.4489 -5.7831  0.0597
57 H -1.8351 0.6238 -2.6249  0.1027
58 H -0.9370 3.9384 -3.3340  0.1029
59 H 2.1644 1.2941 -0.5215  0.0810
60 H -3.4124 0.2625 3.0650  0.1073
61 H 5.9474 1.4490 5.1892  0.0795
62 H 4.0172 2.0997 3.7889  0.1200
63 H 5.2370 2.8188 0.5328  0.1191
64 H 1.2357 -3.8422 -0.0827  0.0486
65 H 5.8582 3.7112 3.7576  0.1183
66 H -5.1574 5.4807 -4.7645  0.0720
67 H -5.8433 0.6616 4.2494  0.1185
68 H 4.4052 1.8729 -2.4118  0.1089
69 H 2.5774 -2.7573 0.4434  0.0640
70 H -0.0516 2.7266 -0.5146  -0.0613
71 H 0.0104 1.0369 -5.8597  0.1340
72 H 1.0694 -7.4084 1.7574  0.1157
73 H 0.3257 -0.2259 -2.0825  0.0892
74 H -0.5820 -3.3680 2.5424  0.1189
75 H -0.4199 -8.0829 0.8144  0.1240
76 H -5.4401 0.0322 5.8793  0.1068
77 H -4.3223 1.1409 4.9564  0.1093
78 H 5.8412 2.8232 -1.7412  0.1256
79 H 1.8465 1.1603 -3.3919  0.0948
80 H 2.0925 1.6638 1.3524  0.1076
81 H 6.5621 0.6457 -0.5539  0.1222
82 H -5.4560 -2.0575 5.6160  0.1480
83 H 7.6220 1.9277 4.6560  0.0789
84 H -0.0279 -1.1463 -3.4888  0.1189
85 H 6.7888 0.7249 3.8046  0.0637
86 H -4.5714 3.0049 -6.4363  0.1001
87 H 4.1169 0.0344 2.2833  0.1332
88 H -1.8786 -0.0667 -4.2350  0.1307
89 H -0.0178 -8.4146 2.5396  0.1166
90 H -3.6926 2.0539 -3.8527  0.1028
91 H 2.1105 0.0300 0.7291  0.0680
92 H -5.4907 3.1642 -4.9743  0.0957
93 H -1.5262 0.0728 3.4885  -0.0835
94 H 5.6375 0.6631 1.7777  0.1147
95 H -3.9479 -5.8334 3.2027  0.1210
96 H -2.5552 -7.8603 2.5002  0.1592
97 H -4.4741 -4.2432 4.7135  0.1278
98 H -2.0584 -1.7455 2.1070  0.1000
99 H 1.6082 -0.0247 -4.7292  0.1237
100 H -5.2622 5.1773 -6.5712  0.0765
101 H 0.5954 -5.0804 1.7111  0.1404
102 H 4.8733 -0.8333 0.2665  0.1359
103 H 0.3109 2.8152 -2.5813  0.0853
104 H 0.9575 2.4183 -5.2294  0.1396

***

[3]
An isolated molecule of C4H4O3 in a non-equilibrium geometry, computed with the ωB97M-V functional and the def2-TZVPD basis.

## Properties
SMILES: O=C/C=C/OC=O
Kohn-Sham gap (eV): 9.84
Calculated total energy (eV): -10350.6514
Relative energy (zero: lowest compared OMol25 entry of this formula, charge and spin) (kcal per mole): 105.2
Largest force on an atom (Eh/bohr): 0.183

Each line ends with the natural charge from an NBO analysis.
Element x y z (Å)
1 O -2.0979 1.4537 -0.0043  -0.5252
2 O 3.2168 0.6515 0.0234  -0.5331
3 O -1.4532 -0.7700 -0.2185  -0.4755
4 C 0.6829 0.4849 -0.2465  -0.4007
5 C -2.3338 0.2078 0.1018  0.6239
6 C -0.2342 -0.4604 -0.2114  0.2080
7 C 2.1112 -0.0141 0.0515  0.4096
8 H 0.4903 -1.4350 0.3003  0.1557
9 H -3.1429 -0.4605 0.5998  0.1643
10 H 2.1529 -1.3337 0.2068  0.1029
11 H 0.6080 1.6758 -0.6030  0.2702

***

[4]
The ion C4H4N3 with charge +1 in a non-equilibrium geometry, computed with the ωB97M-V functional and the def2-TZVPD basis.

## Properties
2S+1: 3
Kohn-Sham gap (spin up / spin down) (eV): 7.75 / 7.96
Calculated total energy (eV): -8667.4731
Charge: +1
Relative energy (zero: lowest compared OMol25 entry of this formula, charge and spin) (kcal per mole): 15.4
Largest force on an atom (Eh/bohr): 0.097
⟨S²⟩: 2.03

Each line ends with the natural charge from an NBO analysis.
Element x y z (Å)
1 N -0.7023 0.1603 0.9230  -0.2694
2 N -0.5237 1.3105 -1.0701  0.0616
3 N 0.3024 0.4511 -1.3007  -0.1365
4 C -0.9062 1.4219 0.3457  -0.1504
5 C 1.0201 -0.3634 -0.7697  0.3589
6 C 0.8921 -1.6244 -0.0592  -0.4875
7 C -0.0586 -0.7519 0.5959  0.4719
8 H 1.6768 -1.9262 0.5833  0.3191
9 H -1.8905 1.7012 0.3263  0.2561
10 H 0.5061 -2.5305 -0.4035  0.3081
11 H -0.3160 2.1515 0.8290  0.2680

***

[5]
An isolated molecule of C7H8N4O3 in a non-equilibrium geometry, computed with the ωB97M-V functional and the def2-TZVPD basis.

## Properties
SMILES: CC(=O)[C@H]1N=N[C@@](C)(C#N)[C@@H]1[N+](=O)[O-]
Kohn-Sham gap (eV): 9.56
Calculated total energy (eV): -19485.2291
Relative energy (zero: lowest compared OMol25 entry of this formula, charge and spin) (kcal per mole): 120.9
Largest force on an atom (Eh/bohr): 0.113

Each line ends with the natural charge from an NBO analysis.
Element x y z (Å)
1 O -0.9234 -0.8211 2.5768  -0.3600
2 O -1.4087 2.2935 -1.5831  -0.4878
3 O -0.5212 -2.0264 0.8254  -0.3774
4 N 0.6615 0.1616 -1.7473  -0.0769
5 N 1.6612 0.2115 -1.1540  -0.0573
6 N 2.8516 2.1129 1.3554  -0.2636
7 N -0.4944 -0.9938 1.4411  0.5290
8 C -0.4875 0.1371 -1.0104  -0.1794
9 C -3.0956 0.5775 -1.1172  -0.7150
10 C 1.5654 0.0956 0.3384  -0.1122
11 C 2.3086 1.1905 0.9528  0.2662
12 C -1.6644 1.1584 -1.3292  0.5998
13 C 0.0998 0.2056 0.7287  -0.1327
14 C 2.4251 -1.2551 0.5629  -0.5952
15 H -3.4035 0.9404 -0.0806  0.2479
16 H -0.7117 -0.9473 -1.1649  0.2600
17 H -3.6811 1.0116 -1.8536  0.2450
18 H 2.5374 -1.3763 1.6830  0.2293
19 H 3.4923 -1.0474 0.1829  0.2520
20 H 2.0186 -2.1715 0.1048  0.2457
21 H -3.1194 -0.4995 -1.0495  0.2289
22 H -0.1108 1.0424 1.3374  0.2538

***

[6]
A structure of composition C17H25N5O2Sc in a non-equilibrium geometry, computed with the ωB97M-V functional and the def2-TZVPD basis.

## Properties
Kohn-Sham gap (eV): 5.52
Calculated total energy (eV): -50272.9267
Charge: +1
Relative energy (zero: lowest compared OMol25 entry of this formula, charge and spin) (kcal per mole): 152.3
Largest force on an atom (Eh/bohr): 0.131

Each line ends with the natural charge from an NBO analysis.
Element x y z (Å)
1 Sc 0.2591 0.0866 0.0292  1.3717
2 O 1.2090 1.1658 1.2746  -1.0844
3 O 2.4278 0.1299 -0.0639  -0.7268
4 N 0.0748 -0.3467 2.1866  -0.6114
5 N 0.5327 -1.9596 0.0292  -0.5451
6 N -1.8456 0.2994 0.0390  -0.6655
7 N 0.1331 -0.2428 -2.1285  -0.6476
8 N 0.2570 2.2477 -0.0691  -0.4627
9 C -0.6130 3.2552 -0.1384  0.0181
10 C 0.0761 -3.9703 1.1962  -0.2434
11 C -2.2762 -0.3849 1.2885  -0.2316
12 C -0.2686 4.6125 -0.2220  -0.2815
13 C -2.2613 -0.3529 -1.2162  -0.2351
14 C 0.3736 -2.5628 -1.1573  0.2454
15 C 2.7847 1.5598 -0.1418  -0.0667
16 C -0.0077 -4.6233 -0.0255  -0.1064
17 C 1.0530 4.9349 -0.3085  -0.1483
18 C 0.4199 -1.7614 2.4496  -0.2793
19 C -1.3060 0.0621 -2.3852  -0.2317
20 C 2.0000 3.9030 -0.3029  -0.3004
21 C 0.3343 -2.6103 1.1943  0.2695
22 C 0.1284 -3.9215 -1.2183  -0.2467
23 C 1.6105 2.5939 -0.1730  0.2807
24 C -1.3496 -0.0134 2.4436  -0.2359
25 C 0.5105 -1.6557 -2.3889  -0.2593
26 H 1.4599 -1.8054 2.7878  0.2384
27 H 1.5622 -1.6729 -2.6801  0.2513
28 H -0.0560 -2.0588 -3.2315  0.2147
29 H -3.2989 -0.1011 1.5471  0.2203
30 H 1.3645 5.9669 -0.3886  0.2248
31 H -1.7006 -0.4715 3.3768  0.2025
32 H -1.3966 1.1404 -2.5250  0.2303
33 H -3.2883 -0.0766 -1.4658  0.2248
34 H -1.6670 3.0019 -0.0676  0.1523
35 H 3.3734 1.6611 -1.0719  0.1715
36 H -0.1854 -2.1796 3.2627  0.2098
37 H -1.6319 -0.3943 -3.3234  0.2132
38 H 2.6377 -0.2057 0.8499  0.5253
39 H 3.0540 4.1339 -0.3799  0.2239
40 H 3.4399 1.7946 0.6827  0.2209
41 H 0.6667 0.2560 2.7329  0.4670
42 H -2.2418 -1.4388 -1.1140  0.2115
43 H -0.2046 -5.6861 -0.0518  0.2399
44 H 0.7199 0.3776 -2.6680  0.4211
45 H -2.1103 1.2754 0.0537  0.4156
46 H -1.0369 5.3718 -0.2247  0.2262
47 H -2.2652 -1.4690 1.1600  0.2049
48 H -0.0615 -4.5067 2.1241  0.2426
49 H -1.4181 1.0662 2.5930  0.2319
50 H 0.0284 -4.4245 -2.1701  0.2397